No. 1
Computed, not measured: a single C24H18N4O2S molecule at a distorted geometry, with ωB97M-V/def2-TZVPD.

Element x y z (Å)
O -0.48832 1.00130 1.93546
C 0.70902 1.11219 1.82836
C 1.66091 0.05915 2.37406
S 0.88207 -1.58012 2.30075
C 0.66388 -1.58803 0.58005
N 1.29436 -0.81661 -0.26616
N 0.85738 -1.12663 -1.49077
C -0.04119 -2.07186 -1.39162
C -0.71546 -2.66821 -2.52764
C -2.04383 -3.08821 -2.50331
C -2.58724 -3.64420 -3.64924
C -1.79005 -3.74889 -4.77859
N -0.53486 -3.33067 -4.81954
C -0.01424 -2.80565 -3.73126
N -0.20236 -2.41644 -0.06846
C -1.05750 -3.39013 0.55614
C -2.38368 -2.79620 0.92394
C -2.73181 -1.55763 1.37343
C -4.13824 -1.59064 1.55062
C -4.53484 -2.84101 1.19848
O -3.48001 -3.58225 0.81088
C 1.36387 2.29816 1.23654
C 2.41975 2.17011 0.30774
C 2.99917 3.28620 -0.22236
C 2.57886 4.57972 0.15641
C 3.17834 5.74671 -0.35981
C 2.73623 6.98406 0.01766
C 1.67347 7.11280 0.92642
C 1.07083 6.00176 1.44550
C 1.50518 4.71041 1.07727
C 0.90350 3.54591 1.58878
H 2.60514 0.02945 1.83617
H 1.84218 0.26200 3.43119
H -2.65442 -2.95630 -1.62342
H -3.61280 -3.97907 -3.66470
H -2.17035 -4.17681 -5.69660
H 1.01114 -2.46981 -3.79576
H -1.21026 -4.23369 -0.12413
H -0.54282 -3.75353 1.45506
H -2.08472 -0.72407 1.55758
H -4.75735 -0.78824 1.89391
H -5.49603 -3.31425 1.17603
H 2.70937 1.18639 -0.02731
H 3.79349 3.19281 -0.94866
H 3.99433 5.64406 -1.06071
H 3.20072 7.87374 -0.38168
H 1.33736 8.09899 1.21115
H 0.25199 6.09354 2.14444
H 0.08041 3.63535 2.28359

- Orbital gap: 8.5 eV
- Energy: -46070.219 eV
- SMILES: O=C(CSc1nnc(-c2cccnc2)n1Cc1ccco1)c1ccc2ccccc2c1
- Energy above the lowest of the compared OMol25 structures with the same formula, charge and spin: 67.4 kJ/mol



No. 2
Computed, not measured: a molecular structure, C23H19N3O3PdS, with ωB97M-V/def2-TZVPD.

Element x y z (Å)
Pd 1.20788 0.51433 -0.14862
C -3.74967 0.82721 4.96192
O -4.02583 1.79339 3.96392
C -3.08650 2.00291 3.01590
C -3.39359 3.03849 2.09854
C -2.50273 3.32076 1.11489
C -1.26642 2.63063 0.95068
C -0.43165 3.00004 -0.15205
C -0.84095 4.13326 -1.06742
O 0.67017 2.47558 -0.45247
C -0.94847 1.58195 1.89888
O 0.12181 0.88585 1.89415
C -1.92064 1.29527 2.90964
H -4.56197 0.89419 5.67989
H -2.80143 1.03733 5.46134
H -3.72049 -0.17920 4.53667
H -4.32618 3.57358 2.20306
H -2.75191 4.11274 0.42361
H -0.97778 5.06537 -0.51946
H -1.77886 3.89738 -1.57166
H -0.06096 4.26305 -1.81188
H -1.66010 0.50709 3.60145
N -2.44583 -2.41320 -5.74503
C -1.84633 -1.93890 -4.88637
C -1.09796 -1.34797 -3.81312
C -1.76605 -0.73301 -2.75644
C -1.04093 -0.16186 -1.72282
C 0.35221 -0.20354 -1.73807
C 1.01622 -0.81694 -2.79617
C 0.29440 -1.38572 -3.83365
H -2.84781 -0.70679 -2.74873
H -1.56855 0.32545 -0.90964
H 2.09799 -0.85553 -2.81652
H 0.80386 -1.86261 -4.66074
N -0.02136 -1.98914 1.38429
C 1.16706 -2.26819 0.83877
N 1.89464 -1.37088 0.22265
C 3.11631 -1.88797 -0.19635
C 4.10953 -1.18487 -0.86645
C 5.26659 -1.85445 -1.22359
C 5.43958 -3.20555 -0.92319
C 4.45186 -3.91468 -0.25986
C 3.29363 -3.24142 0.09458
S 1.88422 -3.85582 0.92538
H -0.20968 -0.99233 1.56521
H -0.48583 -2.67993 1.94504
H 3.96135 -0.13562 -1.09214
H 6.05030 -1.32080 -1.74442
H 6.35365 -3.70696 -1.21027
H 4.58319 -4.96196 -0.02332

- Orbital gap: 7.8 eV
- Energy: -49087.103 eV
- Energy above the lowest of the compared OMol25 structures with the same formula, charge and spin: 42.4 kJ/mol



No. 3
Computed, not measured: a molecular structure, C24H20F4N6O16S4Y at a distorted geometry, with ωB97M-V/def2-TZVPD.

Element x y z (Å)
Y -32.82677 14.23903 8.54552
N -32.17782 13.23380 10.43979
S -32.09419 11.81177 11.02382
O -33.00224 11.50817 12.17395
O -30.81680 11.12289 10.93772
F -32.99525 11.09817 9.87762
S -31.46464 13.84659 11.88514
O -30.07280 13.53599 12.23171
O -32.34745 14.01425 13.00254
F -31.24655 15.30383 11.27925
N -32.65074 12.53709 7.14102
S -31.57897 11.48011 6.77878
O -30.50284 11.94265 5.92510
O -31.97264 10.08520 6.78248
F -30.94179 11.66854 8.25424
S -33.46252 12.06036 5.64049
O -34.48010 11.06410 5.83718
O -32.72183 12.19074 4.39041
F -34.38389 13.37517 5.58396
C -33.81434 11.03899 15.85623
C -33.45187 12.28560 15.42091
C -32.62583 13.06937 16.13931
C -32.19601 12.69505 17.38222
C -32.56169 11.45128 17.89402
C -33.42640 10.59104 17.12115
N -31.36001 13.59535 18.24511
O -30.52903 13.02276 18.99019
O -31.74825 14.77428 18.21450
H -34.50475 10.45989 15.26093
H -33.88358 12.64819 14.49974
H -32.42511 14.06349 15.76805
H -32.27527 11.05821 18.85831
H -33.69038 9.61933 17.51163
C -37.47507 8.77986 9.53832
C -36.85250 9.37130 8.47828
C -36.31626 10.62716 8.66327
C -36.26783 11.26344 9.91249
C -36.89501 10.67827 10.92355
C -37.44868 9.39153 10.79864
N -35.85993 12.73595 9.97159
O -34.92628 13.14177 9.19461
O -36.48859 13.46953 10.72662
H -37.98883 7.84766 9.35536
H -36.96788 8.88146 7.52269
H -35.90655 11.16246 7.81947
H -37.05568 11.18512 11.86360
H -37.88334 8.92421 11.66991
C -34.13049 16.12066 15.04928
C -35.33537 15.67928 14.53859
C -35.58610 15.63823 13.17237
C -34.69464 16.23187 12.28120
C -33.54374 16.78013 12.82699
C -33.17829 16.65093 14.16918
N -34.96064 16.19300 10.85296
O -34.12799 15.56427 10.15303
O -36.01942 16.59968 10.38984
H -33.94911 15.96877 16.10305
H -35.94420 15.15583 15.26088
H -36.48633 15.18265 12.78710
H -32.81226 17.18560 12.14368
H -32.25855 17.04153 14.57894
C -25.89263 12.97966 10.15651
C -25.59619 13.90030 9.13608
C -26.65198 14.33429 8.24490
C -27.93697 14.03928 8.59443
C -28.18857 13.19334 9.70451
C -27.23677 12.59515 10.46654
N -29.09146 14.63079 7.79458
O -28.80831 15.40478 6.92827
O -30.25208 14.41777 8.12985
H -25.10723 12.54507 10.75708
H -24.58393 14.18284 8.88722
H -26.40677 15.02042 7.44771
H -29.20056 13.06020 10.05742
H -27.35301 11.86538 11.25415

- Orbital gap: 6.5 eV
- Total charge: +1
- Energy: -122144.951 eV



No. 4
Computed, not measured: a single C5H9NO3 molecule, with ωB97M-V/def2-TZVPD.

Element x y z (Å)
C -1.08462 1.61019 0.42882
C -1.21855 0.64001 -0.70214
O -1.71389 0.91490 -1.76579
C -0.64573 -0.76682 -0.46382
N -0.75257 -1.14748 0.93316
C 0.83370 -0.78892 -0.92258
C 1.76145 -0.35105 0.18433
O 2.24460 -1.08585 1.00205
O 2.01588 0.96109 0.15827
H -0.08900 2.04744 0.36754
H -1.81914 2.40465 0.33208
H -1.17312 1.09636 1.38068
H -1.19867 -1.43688 -1.14723
H -0.12688 -1.91484 1.15027
H -1.69922 -1.43516 1.15328
H 0.95361 -0.13924 -1.78903
H 1.10472 -1.81185 -1.18890
H 2.60743 1.20344 0.88901

- Orbital gap: 10.1 eV
- Energy: -12963.918 eV
- SMILES: CC(=O)[C@H](N)CC(=O)O
- Energy above the lowest of the compared OMol25 structures with the same formula, charge and spin: 76.0 kJ/mol



No. 5
Computed, not measured: 2 unconnected molecules or ions with the total composition C8H18ClN2 at a distorted geometry, with ωB97M-V/def2-TZVPD.

Element x y z (Å)
C 3.03404 -1.73217 -1.15343
N 3.23965 -1.38942 0.26454
C 4.58685 -0.98358 0.72221
C 2.22921 -1.44924 1.09123
Cl 2.34053 -1.07433 2.73369
H 3.99010 -1.61801 -1.66690
H 2.67167 -2.76571 -1.24969
H 2.28177 -1.06619 -1.60135
H 5.23475 -1.01604 -0.15205
H 4.55854 0.02925 1.13793
H 4.95248 -1.67107 1.49261
H 1.25208 -1.79744 0.74646
C -3.51398 1.74859 0.07582
C -3.57588 0.21932 0.12075
C -2.20466 -0.39011 0.42264
N -1.17618 0.09566 -0.48999
C -1.06088 1.55020 -0.51548
C -2.39214 2.22566 -0.85098
H -4.47342 2.15367 -0.25672
H -3.31967 2.12373 1.08686
H -4.29577 -0.11386 0.87548
H -3.91752 -0.15226 -0.85194
H -1.94339 -0.14686 1.47302
H -2.25997 -1.48308 0.33378
H -0.28008 -0.34888 -0.31903
H -0.71741 1.93306 0.46696
H -0.30795 1.82482 -1.26574
H -2.65742 1.98206 -1.88594
H -2.27535 3.31222 -0.78473

- Orbital gap: 6.2 eV
- Total charge: +1
- Energy: -24083.142 eV
- Energy above the lowest of the compared OMol25 structures with the same formula, charge and spin: 0.0 kJ/mol



No. 6
Computed, not measured: 2 unconnected molecules or ions with the total composition C2H4OS3 at a distorted geometry, with ωB97M-V/def2-TZVPD.

Element x y z (Å)
C -0.71484 0.27945 1.86661
C 0.73839 -0.55179 -0.43715
O -1.30430 1.21670 1.50860
S 0.38496 -2.22207 -0.85210
S 0.19699 0.85826 -1.27966
S 2.22241 -0.35544 0.37460
H -0.01887 0.25585 2.71565
H 1.35242 -2.69578 -0.06045
H -1.10286 0.74996 -1.01642
H 2.69283 -1.66080 0.41458

- Orbital gap (spin up / spin down): 7.8 / 7.3 eV
- Energy: -36687.922 eV
- Energy above the lowest of the compared OMol25 structures with the same formula, charge and spin: 399.3 kJ/mol



No. 7
Computed, not measured: a molecular structure, C17H23CoFN2Se, with ωB97M-V/def2-TZVPD.

Element x y z (Å)
Co -1.00348 0.19562 0.90221
N 0.79185 -0.17607 0.27595
C 1.62946 -0.64804 1.40261
C 1.31454 0.24435 2.57996
N -0.15171 0.18567 2.78570
H 0.80839 -0.83302 -0.50030
H 1.16077 0.70527 -0.07838
H 2.68895 -0.61624 1.15280
H 1.36107 -1.68319 1.61738
H 1.57390 1.27729 2.34606
H 1.87236 -0.05726 3.46522
H -0.45469 0.92913 3.40758
H -0.38950 -0.68824 3.25180
F -0.17511 6.05156 -0.32771
C -0.38516 4.73928 -0.08927
C -0.12577 3.82330 -1.09050
C -0.35004 2.47375 -0.84340
C -0.82032 2.04081 0.39817
C -1.07142 2.99442 1.38293
C -0.85737 4.34939 1.14690
H 0.22966 4.16566 -2.05362
H -0.17806 1.77296 -1.64857
H -1.44735 2.71380 2.36238
H -1.05434 5.09365 1.90742
C -7.98110 0.48240 0.36085
C -6.53233 0.26108 0.02291
C -6.12474 0.02386 -1.28680
C -4.79500 -0.19269 -1.63322
C -4.41011 -0.44070 -3.06519
C -3.84496 -0.16595 -0.60823
Se -2.00143 -0.48354 -0.99936
C -4.22830 0.06855 0.70804
C -3.17020 0.08639 1.75786
C -5.56172 0.28737 1.01850
H -8.59448 0.52482 -0.53741
H -8.11698 1.41510 0.90955
H -8.35959 -0.32545 0.98925
H -6.86931 0.01312 -2.07479
H -5.28222 -0.38877 -3.71379
H -3.95609 -1.42649 -3.18846
H -3.68173 0.29701 -3.40675
H -2.45820 0.91628 1.51298
H -2.69152 -0.90247 1.85842
H -3.53442 0.38028 2.74249
H -5.85008 0.47775 2.04673

- Orbital gap (spin up / spin down): 7.0 / 7.0 eV
- Total charge: +1
- Energy: -126667.065 eV



No. 8
Computed, not measured: a single C4H8F2 molecule at a distorted geometry, with ωB97M-V/def2-TZVPD.

Element x y z (Å)
C 0.68049 1.08377 -0.68917
C 0.15604 -0.21944 -0.09920
C 0.51386 -0.24475 1.35499
F 0.79937 -1.33807 -0.76448
C -1.31541 -0.62254 -0.45095
F -2.27050 0.10771 0.07474
H -0.10125 1.87867 -0.78225
H 1.60780 1.49031 -0.26247
H 0.92468 0.87105 -1.78852
H 0.30369 0.72414 1.80348
H 1.57367 -0.41784 1.34902
H 0.11727 -1.09149 1.86521
H -1.46448 -1.62899 -0.10532
H -1.52523 -0.59253 -1.50507

- Orbital gap: 12.4 eV
- Energy: -9712.303 eV
- SMILES: CC(C)(F)CF
- Energy above the lowest of the compared OMol25 structures with the same formula, charge and spin: 86.6 kJ/mol